Entry 1:
47
Properties=species:S:1:pos:R:3 method="wB97M-V/def2-TZVPD" orbital_gap_ev=9.080 lumo_ev=0.0 energy_ev=-49838.0864 smiles=OCCCSS.O.O.O.O.O.O.O.O.O.O.O charge=0
O 0.357 -2.994 -0.937
C 0.716 -3.056 0.444
C -0.510 -2.590 1.267
C -0.308 -1.227 2.001
S -1.890 -0.738 2.752
S -3.222 -0.004 1.559
H 0.571 -2.145 -1.335
H 1.566 -2.338 0.571
H 0.870 -4.126 0.640
H -0.778 -3.330 2.023
H -1.376 -2.599 0.565
H 0.015 -0.553 1.109
H 0.364 -1.020 2.815
H -4.221 -0.878 1.245
O 0.696 -0.373 -1.393
H 0.013 0.309 -1.222
H 0.967 -0.121 -2.279
O -1.002 2.857 0.002
H -0.390 2.817 0.765
H -1.895 2.829 0.420
O 2.209 0.330 2.687
H 1.635 -0.061 2.028
H 2.667 -0.480 2.916
O -1.859 0.604 -1.591
H -2.533 0.156 -1.091
H -1.695 1.449 -1.148
O 1.827 1.425 0.179
H 1.368 0.967 -0.539
H 2.785 1.544 0.009
O 0.623 2.857 2.125
H 1.074 2.203 1.560
H 0.638 2.386 2.946
O 4.035 3.011 -0.344
H 3.352 3.685 -0.622
H 4.636 2.885 -1.092
O 0.043 0.973 -3.268
H 0.413 0.925 -4.139
H -0.711 0.348 -3.136
O -3.573 -3.579 -0.004
H -3.701 -4.517 -0.211
H -2.923 -3.293 -0.708
O 1.822 4.439 -0.536
H 1.535 4.153 0.342
H 1.129 4.093 -1.109
O -2.049 -2.694 -2.103
H -2.185 -1.807 -2.375
H -1.108 -2.723 -1.787


Entry 2:
23
Properties=species:S:1:pos:R:3 method="wB97M-V/def2-TZVPD" de_lowest_ev=1.113 orbital_gap_ev="2.814 / 7.174" lumo_ev="3.8 / 3.7" spin_multiplicity=2 energy_ev=-9557.6842 charge=-1
C 0.053 -2.741 0.995
C 0.850 -1.703 -1.091
C -0.057 -1.640 -0.037
C 0.859 -0.603 -2.037
C -0.131 0.341 -1.998
C -1.110 -0.727 -0.114
C -1.167 0.351 -1.014
H 1.666 -2.419 -1.269
H 1.629 -0.412 -2.776
H -0.342 -2.545 1.980
H 1.077 -3.055 0.976
H -0.081 1.099 -2.780
H -1.899 -0.787 0.634
H -1.995 1.054 -0.927
H -0.385 -3.544 0.370
C 0.607 2.349 1.561
C -0.134 3.351 2.372
H 0.997 1.409 1.936
H -0.013 1.999 0.676
H 1.626 2.690 1.255
H -0.145 4.297 1.809
H 0.510 3.451 3.280
H -1.206 3.059 2.550


Entry 3:
17
Properties=species:S:1:pos:R:3 method="wB97M-V/def2-TZVPD" de_lowest_ev=5.118 orbital_gap_ev="10.455 / 8.283" lumo_ev="0.8 / -1.3" spin_multiplicity=2 energy_ev=-11466.7643 charge=0
C 1.989 -0.374 0.638
C 0.923 -0.750 -0.104
C 1.067 -2.056 -0.872
C -0.212 0.268 -0.347
O -1.005 0.635 0.797
O -2.296 -0.189 0.664
C 0.511 1.638 -0.802
O -0.119 2.755 -1.008
H -2.948 0.218 1.287
H 1.945 0.485 1.299
H 2.904 -0.988 0.680
H 0.262 -2.288 -1.588
H 2.018 -2.076 -1.447
H 1.156 -2.881 -0.142
H -0.937 -0.091 -1.096
H 1.363 1.863 -0.097
H 0.906 1.482 -1.831


Entry 4:
13
Properties=species:S:1:pos:R:3 method="wB97M-V/def2-TZVPD" de_lowest_ev=3.915 orbital_gap_ev=9.263 lumo_ev=0.8 energy_ev=-7795.7291 charge=0
C 1.321 0.214 -0.123
C 0.240 1.213 -0.036
C -0.137 -1.057 0.015
C -0.844 0.248 0.399
N 2.519 0.008 0.036
O -2.205 0.377 -0.126
H 0.459 2.014 0.716
H 0.266 1.712 -1.034
H -0.002 -1.586 -0.933
H -0.036 -1.713 0.910
H -1.063 0.125 1.468
H 2.758 -0.943 0.206
H -2.531 -0.438 -0.405